Molecular formula: C3H6OS2
Method: DFT, wB97M-V/def2-TZVPD

Summary:
Structure (SMILES): OC(=S)CCS
Highest occupied orbital energy in eV: -8.82
Total energy in Ha: -989.50390
Lowest unoccupied orbital energy in eV: 0.3
Gap between HOMO and LUMO in eV: 9.1

Each line ends with the Löwdin charge.
Element x y z (Å)
O 0.693 1.621 0.287  0.0088
C 0.975 0.303 0.266  -0.9033
S 2.271 -0.340 -0.457  0.7338
C -0.004 -0.623 0.969  -0.3128
C -1.154 -1.116 0.055  -0.5432
S -2.294 0.237 -0.328  0.7303
H -0.018 1.716 0.893  0.0666
H 0.538 -1.470 1.393  0.1006
H -0.435 -0.131 1.866  0.1135
H -0.711 -1.621 -0.828  0.0914
H -1.756 -1.816 0.636  0.0632
H -1.701 0.613 -1.435  -0.1489